## a
17
Properties=species:S:1:pos:R:3 method="wB97M-V/def2-TZVPD" gap_ev=8.75 homo_ev=-7.98
C -2.15221 0.03216 1.23194
N -0.94675 -0.07960 0.45215
O -1.09149 -1.01068 -0.61321
H -1.90864 -0.82503 -1.10323
H -0.57620 0.83705 0.03278
H -2.36273 -0.93680 1.69079
H -3.03725 0.33673 0.64826
H -1.97358 0.76238 2.01932
N 1.30889 0.64684 -1.93175
N 2.05197 -0.87956 0.33769
C 1.91674 0.48578 0.28570
N 1.46610 1.20761 -0.66451
H 0.85451 1.32902 -2.52640
H 0.80693 -0.24187 -1.92432
H 1.56413 -1.38896 -0.39017
H 1.94797 -1.29090 1.25219
H 2.13159 1.01583 1.20278

=====

## b
17
Properties=species:S:1:pos:R:3 method="wB97M-V/def2-TZVPD" gap_ev=9.98 homo_ev=-9.12 smiles=CN[C@](N)(O)NN
C -1.12938 1.56900 -0.07836
N -1.24242 0.13285 0.11792
H -1.81527 -0.06548 0.93192
H 0.08538 -0.41717 -1.77216
H -2.13296 1.98782 -0.10719
H -0.55392 2.06863 0.71161
H -0.64864 1.76024 -1.03801
C 0.01208 -0.57888 0.25079
N 1.84629 0.27998 -1.15914
N -0.33342 -1.92636 0.65508
O 0.86466 -0.04159 1.23123
N 0.73833 -0.59303 -1.01404
H 0.62784 -0.45087 2.07000
H 1.65966 1.19871 -0.75294
H 2.61768 -0.12289 -0.63285
H 0.47723 -2.52292 0.52652
H -1.07315 -2.27804 0.05964

=====

Calculated relative energies: a 214.4; b 0.0, given in kJ/mol

=====

## a
7
Properties=species:S:1:pos:R:3 method="wB97M-V/def2-TZVPD" gap_ev=9.03 homo_ev=-8.84 smiles="C#[N+][S-].O=C=O"
C 0.57453 -0.43713 -1.04265
C -0.40622 -0.17463 1.93139
N -0.05970 0.33786 -1.62710
O -0.85444 -1.15857 2.26043
O 0.10685 0.83072 1.65611
S -0.77936 1.48704 -2.43107
H 1.41833 -0.88529 -0.74710

=====

## b
7
Properties=species:S:1:pos:R:3 method="wB97M-V/def2-TZVPD" gap_ev=9.32 homo_ev=-10.15 smiles="O=S1#CO1.C#N"
C -1.75824 -0.45468 -1.19665
C 1.14333 1.29855 0.15373
N -1.61770 -0.67231 -2.30761
O 0.27946 -0.63195 1.78228
O 2.00614 0.37081 0.09947
S 1.37687 0.29588 1.68750
H -1.42985 -0.20630 -0.21872

=====

## c
7
Properties=species:S:1:pos:R:3 method="wB97M-V/def2-TZVPD" gap_ev=9.14 homo_ev=-9.47 smiles="O=S1#CO1.C#N"
C 1.94467 0.22128 -0.10981
C -1.35733 -1.13625 0.81080
N 1.65908 -0.79090 0.35488
O -0.82150 1.41697 -0.09510
O -1.72961 -1.23379 -0.37781
S -1.91106 0.49910 0.15315
H 2.21575 1.02360 -0.73611

=====

Calculated relative energies: a 0.0; b 334.7; c 316.0, given in kJ/mol

=====

## a
69
Properties=species:S:1:pos:R:3 method="wB97M-V/def2-TZVPD" gap_ev=5.18 homo_ev=-3.38 total_charge=-1
Cs -1.05279 0.70002 0.24841
C -0.74271 -2.98878 -0.95673
N -1.47718 -2.54393 0.21372
C -0.70102 -2.73019 1.43271
C -1.39754 -2.12576 2.65483
N -0.81344 -0.86319 3.08148
C -1.63611 -0.23169 4.10343
C 0.57622 -0.86733 3.41814
C 1.21071 -2.05410 3.77822
C 2.56562 -2.10292 4.07553
C 3.29904 -0.92699 4.02621
C 2.67675 0.26067 3.68246
C 1.31214 0.34650 3.36018
S 0.63772 1.90058 2.90920
C -2.80102 -3.12105 0.24583
C -2.95403 -4.44239 0.65694
C -4.19489 -5.05714 0.69950
C -5.30716 -4.32142 0.30673
C -5.16326 -3.01360 -0.11416
C -3.91672 -2.35998 -0.16363
S -3.83009 -0.69923 -0.69745
H -0.52398 -4.06997 -0.92338
H 0.20324 -2.44498 -1.03854
H -1.33888 -2.78884 -1.84622
H 0.26177 -2.23285 1.28738
H -0.45848 -3.79110 1.61400
H -1.44295 -2.85943 3.47798
H -2.43431 -1.91101 2.38506
H -1.71209 -0.86520 5.00274
H -2.64284 -0.06895 3.71015
H -1.20362 0.73217 4.36481
H 0.63211 -2.96924 3.81708
H 3.03291 -3.04411 4.33913
H 4.36034 -0.93126 4.24926
H 3.24896 1.17886 3.63432
H -2.07287 -4.99994 0.95623
H -4.29122 -6.08336 1.03220
H -6.29495 -4.76852 0.33148
H -6.03216 -2.44273 -0.41706
N 0.44222 5.79524 -0.39360
C -0.28639 4.67395 -0.13651
N 0.04002 3.49451 -0.47946
C 1.24388 3.26468 -1.16207
N 1.40716 2.02027 -1.43551
N 2.55562 1.62264 -2.06338
C 2.40971 0.69581 -2.93187
C 1.20929 -0.00549 -3.45873
C 1.42941 -0.87560 -4.52715
C 0.35950 -1.57659 -5.05918
C -0.89237 -1.40058 -4.49852
C -1.02203 -0.52323 -3.42675
N -0.00369 0.16738 -2.92475
C 2.09299 4.43848 -1.48558
C 3.31544 4.38095 -2.16743
C 4.06612 5.51853 -2.39430
C 3.61124 6.75634 -1.95269
C 2.40700 6.84997 -1.28909
C 1.65409 5.70007 -1.05672
H 0.14279 6.67924 -0.02224
H -1.21133 4.83657 0.40828
H 3.34053 0.35028 -3.37618
H 2.42755 -0.99802 -4.92778
H 0.50573 -2.25469 -5.89061
H -1.75993 -1.93546 -4.86065
H -1.98354 -0.39418 -2.93252
H 3.67345 3.42276 -2.50328
H 5.00981 5.44197 -2.91741
H 4.19693 7.64910 -2.13095
H 2.03758 7.80745 -0.94159

=====

## b
69
Properties=species:S:1:pos:R:3 method="wB97M-V/def2-TZVPD" gap_ev=4.87 homo_ev=-3.22 total_charge=-1
Cs 1.18342 0.69016 -1.00650
C 3.90852 0.04437 1.52328
N 3.28482 -1.24086 1.33707
C 2.14404 -1.51313 2.19740
C 0.82289 -0.93225 1.68411
N -0.32301 -1.28425 2.51045
C -1.16382 -0.15761 2.88650
C -1.06569 -2.41534 2.01632
C -1.04716 -3.55558 2.81361
C -1.72020 -4.71274 2.45819
C -2.42320 -4.72413 1.25926
C -2.44606 -3.60277 0.45078
C -1.77892 -2.40788 0.79025
S -1.83224 -1.06774 -0.32924
C 3.57906 -2.09071 0.23999
C 3.47452 -3.46891 0.49678
C 3.68041 -4.44213 -0.45995
C 4.04817 -4.04910 -1.73929
C 4.20717 -2.70427 -2.00358
C 3.98760 -1.67657 -1.05968
S 4.27205 -0.04326 -1.64340
H 4.84066 0.10582 0.97095
H 4.11044 0.19735 2.59215
H 3.29965 0.89396 1.18154
H 2.33929 -1.11020 3.19777
H 1.98570 -2.58215 2.33000
H 0.67056 -1.27925 0.65842
H 0.89206 0.16012 1.64347
H -0.56167 0.56923 3.44411
H -1.95772 -0.51251 3.54509
H -1.62407 0.34374 2.02517
H -0.47965 -3.50488 3.73614
H -1.68787 -5.58821 3.09511
H -2.95450 -5.61870 0.95205
H -2.98991 -3.62398 -0.48511
H 3.22837 -3.78840 1.50067
H 3.56684 -5.48872 -0.20528
H 4.21863 -4.77941 -2.52215
H 4.50813 -2.38346 -2.99311
N -0.61142 4.45049 2.11587
C -0.10998 3.33500 1.52231
N -0.37332 2.93771 0.33767
C -1.26931 3.67398 -0.43438
N -1.60917 3.32263 -1.61992
N -0.98651 2.21818 -2.13908
C -1.73975 1.51643 -2.88796
C -1.32025 0.30385 -3.58431
C -2.10988 -0.17758 -4.63187
C -1.72926 -1.33129 -5.28840
C -0.59357 -2.00026 -4.86326
C 0.11599 -1.46492 -3.79716
N -0.21328 -0.33090 -3.20601
C -1.85629 4.89962 0.12615
C -2.75374 5.70160 -0.57385
C -3.28122 6.83949 0.00874
C -2.92360 7.19473 1.30375
C -2.03522 6.40993 2.01798
C -1.50603 5.26800 1.43076
H -0.37507 4.66099 3.06998
H 0.57062 2.74937 2.13483
H -2.77922 1.81128 -3.04813
H -3.01615 0.34661 -4.90804
H -2.31944 -1.71693 -6.11013
H -0.27682 -2.92232 -5.33018
H 0.99763 -1.96554 -3.40720
H -3.02501 5.40273 -1.57635
H -3.97992 7.45558 -0.54180
H -3.33892 8.08290 1.76102
H -1.74920 6.67294 3.02966

=====

Calculated relative energies: a 0.0; b 59.6, given in kJ/mol

=====

## a
22
Properties=species:S:1:pos:R:3 method="wB97M-V/def2-TZVPD" gap_ev=8.72 homo_ev=-9.12 smiles="O=C(O)/C=N/OCc1ccccc1"
O -3.51540 1.12149 1.90419
N -0.82216 0.89470 1.67965
O -3.56106 0.49774 4.09103
O 0.40211 0.30870 1.53320
C -2.93232 0.84913 2.92858
C -1.47602 0.74698 2.80718
C 2.04139 0.05380 -3.29176
C 2.79186 -0.68387 -2.33842
C 0.67137 0.45518 -3.02151
C 2.27603 -0.86169 -1.09076
C 0.09141 0.15267 -1.77636
C 0.92116 -0.52570 -0.79791
C 0.24639 -0.81266 0.61264
H -4.45958 0.57117 3.72442
H -0.96382 0.42928 3.69075
H 2.51168 0.29779 -4.30004
H 3.85575 -0.96192 -2.57576
H -0.02978 1.00363 -3.68607
H 2.92299 -1.29795 -0.32942
H -0.87520 0.48596 -1.32162
H -0.84322 -1.07105 0.54378
H 0.74643 -1.65338 1.01422

=====

## b
22
Properties=species:S:1:pos:R:3 method="wB97M-V/def2-TZVPD" gap_ev="8.34 / 8.34" homo_ev="-9.64 / -9.64"
C -1.06373 2.69927 -0.53356
C 0.25487 2.57404 -0.95652
C -1.72047 1.64842 0.09208
C 0.94709 1.39158 -0.77510
C -1.04401 0.46152 0.28157
C 0.28063 0.33047 -0.16904
C -1.55578 -0.82146 0.86149
C -0.35089 -1.77477 0.80238
C 0.69332 -1.02759 0.03699
N 1.49871 -1.74063 -0.93855
O 1.56176 -2.94383 -0.80973
O 2.03557 -1.10237 -1.81173
O 2.41347 -1.10276 1.18048
H -1.58854 3.62919 -0.69439
H 0.74269 3.40919 -1.43600
H -2.74360 1.75547 0.41926
H 1.97136 1.27679 -1.08852
H -1.92491 -0.68010 1.87736
H -2.38580 -1.20103 0.26200
H 0.00613 -2.00670 1.80525
H -0.56941 -2.72426 0.31056
H 2.54154 -2.05045 1.28372

=====

## c
22
Properties=species:S:1:pos:R:3 method="wB97M-V/def2-TZVPD" gap_ev="7.50 / 8.25" homo_ev="-8.75 / -8.62"
C 0.98753 0.28305 2.73122
C 1.03295 -1.08027 2.36322
C 0.35118 1.18557 1.88425
C 0.50532 -1.53166 1.18956
C -0.03787 0.73882 0.58260
C -0.01288 -0.58092 0.29052
C -0.75255 1.74793 -0.35794
C -1.12486 1.25217 -1.70021
C -0.30995 -1.02837 -1.11904
N 0.66173 -0.88324 -2.04806
O 0.29972 -1.37802 -3.15998
O 1.74016 -0.30427 -1.86520
O -1.30475 -1.84749 -1.47790
H 1.33520 0.71305 3.66627
H 1.54724 -1.79525 3.12120
H 0.31342 2.17284 2.11960
H 0.44046 -2.49796 0.75330
H -1.66474 2.10774 0.03253
H -0.12988 2.54836 -0.30476
H -2.07342 0.64871 -1.76054
H -0.67861 1.75716 -2.62220
H -1.12541 -2.22793 -2.31845

=====

Calculated relative energies: a 0.0; b 113.3; c 272.0, given in kJ/mol